{"formula": "C38H39BN3P2Ti", "method": "ωB97M-V/def2-TZVPD", "total_charge": 2, "energy_ev": -86867.227, "homo_lumo_gap_ev": [7.6, 7.4], "spin_multiplicity": 2, "de_lowest_kcal_mol": 4.3, "lumo_energy_ev": [-6.5, -6.5], "elements": ["Ti", "C", "C", "C", "C", "C", "C", "H", "H", "H", "H", "H", "H", "C", "N", "P", "C", "C", "C", "C", "C", "C", "C", "C", "C", "C", "C", "C", "P", "C", "C", "C", "C", "C", "C", "C", "C", "C", "C", "C", "C", "H", "H", "H", "H", "H", "H", "H", "H", "H", "H", "H", "H", "H", "H", "H", "H", "H", "H", "H", "H", "H", "H", "H", "B", "C", "N", "H", "H", "H", "C", "C", "C", "C", "N", "C", "C", "H", "H", "H", "H", "H", "H", "H"], "positions_angstrom": [[-0.13252, -0.16654, 0.51119], [-0.30101, 1.49915, 2.54848], [-0.52045, 2.28756, 1.42431], [-1.58249, 2.00012, 0.56132], [-2.44787, 0.94770, 0.85258], [-2.23418, 0.15576, 1.98466], [-1.15211, 0.42157, 2.82402], [0.55812, 1.68182, 3.17926], [0.16396, 3.08990, 1.18267], [-1.71976, 2.58054, -0.34170], [-3.29518, 0.74480, 0.21155], [-2.90728, -0.66231, 2.20445], [-0.95540, -0.20806, 3.68269], [-0.86813, -3.01757, -3.17360], [-0.63936, -2.08802, -2.06102], [-1.75296, -0.93279, -1.50031], [-1.95208, 0.31422, -2.78656], [-3.07494, 1.14566, -2.77957], [-3.16826, 2.18815, -3.68826], [-2.14913, 2.40398, -4.60746], [-1.03584, 1.57405, -4.62285], [-0.93530, 0.53489, -3.71225], [-3.36631, -1.73913, -1.36548], [-4.21969, -1.81261, -2.46835], [-5.41364, -2.51078, -2.37342], [-5.76369, -3.13647, -1.18398], [-4.91602, -3.07292, -0.08609], [-3.72112, -2.37763, -0.17695], [0.43049, -2.30478, -0.78437], [-0.04532, -3.69369, 0.26460], [-0.68015, -3.36079, 1.46180], [-1.08300, -4.34918, 2.34589], [-0.86220, -5.68172, 2.02404], [-0.24410, -6.02189, 0.82565], [0.17133, -5.03241, -0.05279], [2.04993, -2.64321, -1.47644], [2.96608, -3.44873, -0.79514], [4.24792, -3.59958, -1.29427], [4.62580, -2.94801, -2.46268], [3.72028, -2.13884, -3.13476], [2.43515, -1.98424, -2.64187], [-1.16706, -2.45824, -4.05945], [-1.64762, -3.74030, -2.92678], [0.05852, -3.54587, -3.39262], [-3.89528, 0.95949, -2.09497], [-4.04393, 2.82338, -3.68759], [-2.22884, 3.21673, -5.31660], [-0.24030, 1.74071, -5.33637], [-0.05397, -0.09326, -3.71530], [-3.95818, -1.32098, -3.39655], [-6.07209, -2.56526, -3.22971], [-6.69872, -3.67541, -1.11217], [-5.18591, -3.56645, 0.83814], [-3.05035, -2.35517, 0.67340], [-0.90529, -2.31269, 1.69562], [-1.57045, -4.08820, 3.27652], [-1.17575, -6.45820, 2.70851], [-0.08081, -7.06269, 0.58059], [0.67218, -5.29827, -0.97567], [2.67599, -3.96950, 0.10877], [4.95597, -4.23302, -0.77648], [5.62892, -3.06891, -2.84852], [4.01446, -1.61426, -4.03316], [1.74264, -1.33117, -3.15801], [2.69483, 1.46071, -2.76265], [1.54824, 1.15274, -1.77581], [0.69680, 0.93932, -1.00745], [3.65142, 0.87328, -2.30714], [2.35039, 1.03929, -3.84238], [2.83260, 2.65759, -2.74230], [5.85886, -0.53824, 3.14070], [4.49137, -0.48323, 2.54072], [3.61936, -1.57103, 2.61836], [2.36288, -1.48881, 2.06415], [1.91779, -0.38580, 1.43677], [2.74721, 0.66940, 1.36208], [4.01857, 0.65605, 1.89290], [6.32945, -1.50303, 2.95574], [5.79084, -0.41238, 4.22357], [6.49796, 0.24957, 2.74885], [3.92639, -2.48669, 3.10662], [1.68226, -2.33019, 2.11569], [2.37918, 1.54054, 0.83715], [4.64351, 1.53290, 1.79025]]}